Computed, not measured: the ion C4HClFOS with charge -1 at a distorted geometry, with ωB97M-V/def2-TZVPD.

Summary:
maximum force	3.66	eV Å⁻¹
Kohn-Sham gap	6.343	eV
M	151.57	g mol⁻¹
LUMO energy	3.39	eV
structure (SMILES)	[O-]c1c(F)csc1Cl
charge	-1
HOMO level	-0.108	hartree
2S+1	1
energy	-1186.50089	a.u.

```
9
C4HClFOS (ωB97M-V/def2-TZVPD)
O -2.28465 0.69949 0.06872
C -1.20748 0.14194 -0.03250
C 0.40995 1.02210 0.37895
F 0.49435 2.33137 0.73118
C 1.44764 0.22197 0.19271
S 1.02753 -1.39369 -0.31542
C -0.70731 -1.06981 -0.34915
Cl -1.68298 -2.36948 -0.98435
H 2.50295 0.41613 0.30985
```

Results of the Mulliken charge analysis, in e, for atoms 1 through 6: O -0.70; C 0.31; C 0.12; F -0.28; C -0.42; S -0.24